Molecular formula: C22H66O22
Method: DFT, ωB97M-V/def2-TZVPD

Structure (XYZ):
```
110
C22H66O22 | OMol25 | ωB97M-V/def2-TZVPD
C -1.3175 -10.0666 -2.8310
C -2.5417 -9.4580 -2.1416
O -3.7172 -10.1273 -2.6078
O -1.0096 -11.3090 -2.2310
H -0.4491 -9.4089 -2.7166
H -1.5293 -10.2564 -3.8822
H -2.6874 -8.4114 -2.4385
H -2.4571 -9.4273 -1.0518
H -4.4568 -9.5183 -2.5724
H -0.7273 -11.1958 -1.3188
C 2.4310 -7.8024 0.5356
C 2.6104 -6.8394 -0.6152
O 3.4526 -7.4335 -1.6107
O 1.5825 -8.8821 0.2346
H 1.9475 -7.3154 1.3943
H 3.3693 -8.0923 1.0291
H 2.8439 -5.7852 -0.4266
H 1.6400 -6.7418 -1.1270
H 3.1191 -7.1274 -2.4739
H 1.8034 -9.1865 -0.6745
C 0.4537 -5.5510 -5.1615
C 0.7838 -6.0802 -3.7563
O 1.9350 -6.9224 -3.8482
O -0.2948 -6.4940 -5.9050
H 1.3549 -5.1101 -5.5895
H -0.1182 -4.6257 -5.0067
H -0.0594 -6.6336 -3.3320
H 1.0510 -5.2330 -3.1223
H 1.6081 -7.7399 -4.2525
H -1.2212 -6.2381 -5.9402
C 3.1834 -10.5808 -6.3477
C 2.6360 -9.3810 -5.5848
O 1.5924 -9.8035 -4.6725
O 2.3508 -11.0835 -7.4028
H 3.3555 -11.3976 -5.6423
H 4.1228 -10.3440 -6.8442
H 2.1735 -8.6991 -6.3033
H 3.3784 -8.8493 -4.9960
H 0.8524 -10.1249 -5.1975
H 1.4704 -11.2066 -7.0289
C -0.1677 -3.3267 -1.0664
C 1.0181 -2.4116 -1.3437
O 0.5440 -1.0742 -1.6056
O -0.9646 -3.5337 -2.2304
H -0.7963 -2.8631 -0.3031
H 0.2589 -4.2703 -0.7223
H 1.6119 -2.7161 -2.2108
H 1.7147 -2.2259 -0.5204
H 0.6715 -0.5349 -0.8267
H -0.8657 -2.7547 -2.7922
C 1.3811 -2.7092 -6.7196
C 1.8679 -4.0172 -7.3660
O 1.0297 -4.4533 -8.4446
O 0.1584 -2.8653 -5.9736
H 1.1637 -1.9151 -7.4465
H 2.0694 -2.2196 -6.0267
H 1.9488 -4.8915 -6.7139
H 2.8939 -3.8445 -7.7008
H 0.2560 -4.7552 -7.9377
H -0.4811 -3.3355 -6.5473
C -3.7444 -4.4982 -3.9026
C -3.4257 -5.9245 -4.2065
O -3.1223 -6.1633 -5.5950
O -4.9591 -4.0352 -4.4288
H -2.9756 -3.8665 -4.3725
H -3.6685 -4.2765 -2.8388
H -4.3183 -6.5257 -4.0020
H -2.5985 -6.3086 -3.6046
H -3.7325 -6.8174 -5.9402
H -4.8638 -4.0472 -5.3863
C 1.9940 -8.0472 -7.4876
C 2.2356 -7.9546 -8.9655
O 2.6804 -6.6351 -9.3284
O 0.7867 -7.3888 -7.1335
H 2.8066 -7.5883 -6.9164
H 1.9967 -9.0976 -7.1739
H 1.2762 -8.1389 -9.4588
H 3.0070 -8.6106 -9.3566
H 1.9714 -6.0100 -9.0614
H 0.8059 -7.2731 -6.1656
C 2.6071 -11.8595 -0.1090
C 2.4148 -11.6190 -1.5809
O 2.0074 -10.3386 -1.9736
O 3.2213 -13.1280 0.0891
H 1.6605 -11.7808 0.4315
H 3.2816 -11.0809 0.2699
H 1.6206 -12.3466 -1.8070
H 3.3507 -11.8634 -2.0946
H 1.9444 -10.1828 -2.9245
H 3.1287 -13.3238 1.0242
C -2.9553 -6.1884 -0.4186
C -3.3940 -5.0462 0.5413
O -3.7380 -3.8745 -0.1944
O -1.6171 -6.0066 -0.8120
H -3.5650 -6.3337 -1.3190
H -3.0062 -7.1047 0.1784
H -2.6678 -4.8246 1.3220
H -4.3085 -5.4310 1.0121
H -4.6955 -3.8493 -0.2300
H -1.5597 -5.1832 -1.3195
C -3.7249 -3.8496 -8.4262
C -2.3287 -3.4477 -7.8915
O -1.7435 -4.4716 -7.0599
O -4.5777 -4.1152 -7.3369
H -3.4697 -4.7121 -9.0520
H -4.0765 -3.0552 -9.0855
H -2.4512 -2.5309 -7.3038
H -1.6404 -3.2818 -8.7206
H -2.4904 -4.9635 -6.6796
H -5.4813 -4.2028 -7.6568
```

Computed properties:
Net charge: 0
HOMO: -0.31546 Eh
Energy relative to the best compared isomer or geometry (same formula, charge and spin): 827.96 kJ/mol

Molecular formula: C5H9NO
Method: DFT, ωB97M-V/def2-TZVPD

Structure (XYZ):
```
16
C5H9NO | OMol25 | ωB97M-V/def2-TZVPD
C 2.1440 -0.2467 0.3159
C 1.0127 0.7876 0.2964
C 0.0748 0.8683 -0.8745
O -0.7635 -0.8325 -0.8116
C -2.0998 -0.5011 -0.4600
C -2.2134 0.2234 0.8191
N -2.3762 0.7503 1.8351
H 2.7096 -0.2181 -0.6222
H 2.8408 -0.0658 1.1423
H 1.7695 -1.2733 0.4405
H 1.4535 1.7983 0.2446
H 0.4637 0.7804 1.2491
H 0.6528 0.5796 -1.7737
H -0.3695 -1.4277 -0.1538
H -2.7074 -1.4108 -0.4145
H -2.4481 0.1553 -1.2555
```

Computed properties:
Net charge: 0
HOMO: -0.29269 Eh
Energy relative to the best compared isomer or geometry (same formula, charge and spin): 521.36 kJ/mol

Molecular formula: C11H44N22O11
Method: DFT, ωB97M-V/def2-TZVPD

Structure (XYZ):
```
88
C11H44N22O11 | OMol25 | ωB97M-V/def2-TZVPD
N 14.2133 9.0500 -23.8237
C 14.6496 10.2612 -23.4708
N 13.7261 11.0141 -23.0539
O 15.7965 10.6223 -23.6448
H 14.8963 8.4440 -24.2553
H 13.3190 8.6009 -23.6869
H 13.6954 12.0189 -22.9558
H 12.8307 10.5474 -23.0772
N 9.7029 20.6624 -19.1752
C 10.9475 20.2361 -19.1845
N 11.6355 20.5161 -18.1520
O 11.4157 19.5510 -20.0692
H 9.3947 21.2071 -18.3825
H 9.0742 20.3028 -19.8792
H 11.1875 21.0700 -17.4361
H 12.6020 20.2234 -18.1339
N 4.4141 19.8591 -25.5931
C 4.5315 18.7985 -24.8595
N 5.6258 18.7095 -24.1738
O 3.6897 17.8965 -24.9772
H 3.5734 20.0352 -26.1243
H 5.2085 20.4790 -25.5244
H 6.2767 19.4679 -24.3192
H 5.9002 17.9540 -23.5622
N 15.4206 11.1102 -29.7979
C 15.0951 10.6073 -30.9793
N 16.1227 10.1721 -31.6108
O 13.9752 10.6353 -31.4859
H 16.1208 10.5102 -29.3858
H 14.7170 11.6944 -29.3692
H 15.9197 10.0016 -32.5854
H 17.0165 9.9445 -31.1990
N 1.9338 11.6211 -27.9728
C 3.1868 11.2371 -28.0925
N 3.7445 11.2206 -26.9602
O 3.6902 11.0890 -29.1794
H 1.4794 11.6277 -27.0708
H 1.3854 11.7942 -28.8031
H 3.1390 11.2682 -26.1532
H 4.7380 11.0392 -26.9469
N 7.6567 7.0569 -28.6955
C 7.9118 6.5889 -27.5173
N 7.2751 5.5115 -27.0862
O 8.5834 7.1922 -26.6928
H 7.0140 6.7370 -29.4059
H 8.1718 7.8945 -28.9261
H 6.4254 5.2539 -27.5678
H 7.6071 5.1075 -26.2221
N 8.6272 14.1962 -32.9758
C 7.7415 13.3060 -33.4010
N 8.1053 12.0875 -33.3788
O 6.6346 13.6323 -33.5743
H 8.2953 15.1497 -33.0041
H 9.5051 13.8427 -32.6230
H 7.5974 11.2343 -33.5640
H 9.0866 11.9360 -33.1936
N 6.8327 21.4152 -30.3238
C 7.5535 20.3765 -30.5602
N 8.3492 20.0679 -29.5365
O 7.4193 19.7860 -31.5804
H 6.1533 21.7718 -30.9806
H 6.9593 21.8695 -29.4307
H 8.1081 20.6586 -28.7535
H 8.9465 19.2564 -29.4674
N 10.3008 24.0701 -24.0299
C 10.0790 23.2278 -24.9846
N 11.1802 22.6907 -25.4482
O 8.9880 22.9556 -25.4611
H 11.2255 24.4524 -23.8926
H 9.5457 24.6743 -23.7383
H 11.0629 21.8661 -26.0195
H 11.9380 22.5965 -24.7871
N 10.0160 14.0665 -26.4278
C 10.6033 15.0805 -25.8382
N 10.2889 15.0953 -24.6166
O 10.9805 16.0420 -26.3495
H 9.4998 13.2681 -26.0870
H 9.9792 14.1167 -27.4359
H 10.2756 15.9388 -24.0612
H 9.9764 14.2014 -24.2652
N 6.4008 9.3840 -21.9846
C 6.8811 10.5207 -21.5212
N 6.0778 11.0148 -20.5956
O 7.7836 11.0651 -22.1133
H 6.8323 9.1350 -22.8632
H 5.4209 9.1565 -21.8945
H 6.4409 11.5857 -19.8457
H 5.1014 10.9519 -20.8462
```

Computed properties:
Net charge: 0
HOMO: -0.33065 Eh
SMILES string: NC(N)=O.NC(N)=O.NC(N)=O.NC(N)=O.NC(N)=O.NC(N)=O.NC(N)=O.NC(N)=O.NC(N)=O.NC(N)=O.NC(N)=O
Energy relative to the best compared isomer or geometry (same formula, charge and spin): 978.58 kJ/mol

Molecular formula: C21H31ClF7IN5O9P
Method: DFT, ωB97M-V/def2-TZVPD

Structure (XYZ):
```
76
C21H31ClF7IN5O9P | OMol25 | ωB97M-V/def2-TZVPD
C 0.5596 -5.1915 3.2851
C 0.2184 -4.4439 1.8672
C -0.5088 -5.3821 0.7894
Cl -0.0849 -7.1796 1.0882
N 0.2275 -5.1370 -0.5296
C -0.0737 -3.7512 -0.8733
N 0.9312 -2.8574 -0.9519
C 0.7618 -1.4300 -1.3429
C 1.9589 -0.8212 -2.2203
F 3.2473 -1.4160 -1.9647
N -1.4302 -3.3963 -1.2016
C -2.4651 -3.7555 -0.1606
C -3.7959 -3.8217 -1.0700
C -5.1995 -3.9623 -0.3548
O -5.8645 -2.6540 -0.2348
C -6.1715 -4.8075 -1.3791
N -6.5455 -4.0149 -2.5901
C -2.4997 -2.4612 0.8143
O -3.5203 -2.1332 1.5270
O -1.4001 -1.5748 0.9165
C -2.1191 -5.1444 0.6389
O -2.4928 -6.2029 -0.3374
C -3.6500 -6.9026 0.0328
N -4.7072 -7.3756 0.4080
P -3.0967 -5.2425 2.2791
O -2.4477 -4.1214 3.4452
I -2.7821 -7.3901 3.4851
H 0.9900 -4.3453 3.9561
H 1.3877 -5.9651 3.1440
H -0.3712 -5.5705 3.8242
H 1.2597 -4.0931 1.4884
H -0.3431 -3.4898 2.1572
H 1.2320 -5.3212 -0.3861
H 1.8823 -3.1885 -0.7339
H -0.2288 -1.2254 -1.9083
H 0.6970 -0.8267 -0.3538
H 1.6449 -0.8891 -3.3343
H 1.9954 0.3252 -1.9970
H -1.7052 -3.8115 -2.1087
H -3.8085 -2.8169 -1.6565
H -3.7424 -4.6278 -1.9071
H -5.2494 -4.5298 0.6300
H -6.1523 -2.5696 0.7004
H -5.6042 -5.7580 -1.7296
H -7.0784 -5.1076 -0.7491
H -7.2933 -3.3380 -2.3838
H -5.7524 -3.4765 -2.9656
H -2.6091 -4.4603 4.3564
C 5.7675 5.1112 0.2863
C 5.1977 3.7064 0.2493
O 3.8854 3.7061 -0.3353
C 3.8383 3.7212 -1.6853
O 4.8099 3.7374 -2.3978
C 2.3910 3.6713 -2.1681
F 1.5876 4.5190 -1.4904
F 1.8510 2.4377 -2.0229
F 2.2612 3.9906 -3.4697
H 5.0814 5.7906 0.7990
H 6.7297 5.1238 0.8025
H 5.9113 5.5057 -0.7226
H 5.0878 3.3286 1.2684
H 5.8594 3.0155 -0.2807
C 1.7473 7.5588 -0.4605
C 2.2987 8.9238 -0.8230
O 1.9771 9.8872 0.1919
C 2.7801 9.8914 1.2788
O 3.7174 9.1488 1.4316
C 2.3569 10.9901 2.2506
F 1.0201 11.0261 2.4418
F 2.7125 12.2166 1.8077
F 2.9110 10.8483 3.4702
H 0.6732 7.6178 -0.2659
H 1.9217 6.8456 -1.2677
H 2.2145 7.1728 0.4489
H 1.8330 9.2735 -1.7473
H 3.3776 8.8901 -0.9989
```

Computed properties:
Net charge: 0
HOMO: -0.29243 Eh

Molecular formula: HNO2
Method: DFT, ωB97M-V/def2-TZVPD

Structure (XYZ):
```
4
HNO2 | OMol25 | ωB97M-V/def2-TZVPD
O -1.1871 0.3452 0.4745
N -0.0876 0.3176 0.7859
O 0.8524 -0.1308 -0.2404
H 0.4223 -0.5320 -1.0200
```

Computed properties:
Net charge: 0
HOMO: -0.40179 Eh
SMILES string: O=NO
Energy relative to the best compared isomer or geometry (same formula, charge and spin): 15.08 kJ/mol

Molecular formula: C18H37O19S5
Method: DFT, ωB97M-V/def2-TZVPD

Structure (XYZ):
```
79
C18H37O19S5 | OMol25 | ωB97M-V/def2-TZVPD
C 0.9151 -9.0323 0.4251
C 1.2757 -7.9146 1.3742
O 0.1007 -7.0984 1.5979
C 0.2850 -5.7666 1.7401
O 0.3377 -5.0144 0.8166
C 0.3745 -5.2719 3.1719
C 1.8082 -5.3503 3.7107
C 1.8872 -4.6094 5.0461
S 3.4996 -3.9084 5.4344
C 3.6061 -2.4959 4.3155
C 5.0539 -2.2881 3.8587
C 5.3598 -3.0527 2.5730
O 4.4094 -2.7405 1.5920
C 4.9264 -2.0912 0.4321
H 1.8094 -9.6154 0.1951
H 0.1752 -9.6989 0.8684
H 0.5220 -8.6257 -0.5062
H 1.6164 -8.3103 2.3362
H 2.0692 -7.2938 0.9468
H -0.2921 -5.8572 3.8091
H 0.0419 -4.2319 3.1690
H 2.0810 -6.3958 3.8715
H 2.5079 -4.9125 2.9901
H 1.2131 -3.7479 5.0409
H 1.6127 -5.2318 5.8986
H 4.2960 -4.7626 4.7648
H 3.2460 -1.6548 4.9088
H 2.9344 -2.6607 3.4699
H 5.7748 -2.5635 4.6363
H 5.1633 -1.2165 3.6829
H 5.3510 -4.1413 2.7453
H 6.3803 -2.8092 2.2626
H 4.0818 -1.6421 -0.0767
H 5.4342 -2.7929 -0.2356
H 5.6314 -1.3048 0.7221
C -0.5587 -2.0938 1.3245
C -0.8865 -1.4189 0.0074
O -0.2326 -0.1409 0.1263
S 1.1217 -0.2792 0.9390
O 2.2118 -0.4278 0.0442
O 1.1374 0.7127 1.9540
O 0.8106 -1.7158 1.5814
H -1.1845 -1.7234 2.1373
H -0.6150 -3.1776 1.2649
H -1.9491 -1.2511 -0.1391
H -0.4699 -1.9552 -0.8452
C -0.5098 4.4585 0.3570
C -1.3145 3.2113 0.0376
O -2.1584 3.6279 -1.0425
S -1.4022 4.6845 -1.9622
O -0.8259 4.0368 -3.0873
O -2.2878 5.7777 -2.1400
O -0.2383 5.0335 -0.9358
H -1.0874 5.1736 0.9435
H 0.4343 4.2468 0.8503
H -1.9380 2.8815 0.8636
H -0.6882 2.3875 -0.3056
C -4.3284 3.5389 -4.0396
C -5.0972 4.5821 -3.2590
O -6.4048 3.9863 -3.0961
S -6.2671 2.4160 -2.9334
O -6.2615 2.0492 -1.5586
O -7.1710 1.7883 -3.8301
O -4.7730 2.2892 -3.4737
H -4.5793 3.5603 -5.1006
H -3.2524 3.6127 -3.9163
H -5.1769 5.5226 -3.7880
H -4.6687 4.7505 -2.2709
C -2.2919 9.6971 -5.7275
C -1.1744 8.7071 -5.4594
O -1.6080 8.0211 -4.2733
S -3.1933 7.8844 -4.2692
O -3.5687 6.6051 -4.7661
O -3.6933 8.3445 -3.0266
O -3.4820 8.9566 -5.4119
H -2.2328 10.5674 -5.0730
H -2.3464 10.0128 -6.7653
H -0.2188 9.1800 -5.2534
H -1.0685 7.9840 -6.2693
```

Computed properties:
Net charge: +1
HOMO: -0.42990 Eh